[1]
Computed, not measured: an isolated molecule of C5H13N3O, with ωB97M-V/def2-TZVPD.

The geometry in ORCA input format:
```
! wB97M-V def2-TZVPD RIJCOSX def2/J DEFGRID3
* xyz 0 1
H 1.43 -0.86 -2.35
N 1.07 -0.73 -1.40
C 1.16 0.48 -0.97
N 1.53 1.56 -1.71
C 0.64 0.75 0.40
C 1.27 -0.16 1.45
C -0.96 0.53 0.33
O -1.43 1.57 -0.52
N -1.35 -0.73 -0.20
C -1.71 -1.76 0.75
H 1.21 2.47 -1.42
H 1.62 1.44 -2.71
H 0.79 1.81 0.66
H 1.22 -1.19 1.12
H 0.76 -0.06 2.41
H 2.32 0.10 1.58
H -1.35 0.67 1.35
H -2.25 1.25 -0.90
H -0.51 -1.05 -0.86
H -2.23 -2.55 0.22
H -2.39 -1.35 1.50
H -0.86 -2.20 1.28
*
```

Computed properties:
DFT total energy = -437.81273 Ha
Orbital gap = 9.4 eV
Structure (SMILES) = [H]/N=C(\N)[C@H](C)[C@@H](O)NC
Relative energy (zero: lowest compared OMol25 entry of this formula, charge and spin) = 108.6 kJ/mol
Lowest unoccupied orbital energy = 0.969 eV

Atomic charges from the Löwdin analysis, expressed in e, are listed below: atom 1 (H): 0.064, atom 2 (N): 0.104, atom 3 (C): -0.467, atom 4 (N): 0.146, atom 5 (C): -0.246, atom 6 (C): -0.059, atom 7 (C): -0.411, atom 8 (O): -0.033, atom 9 (N): -0.086, atom 10 (C): -0.129, atom 11 (H): 0.097, atom 12 (H): 0.102, atom 13 (H): 0.134, atom 14 (H): 0.065, atom 15 (H): 0.080, atom 16 (H): 0.081, atom 17 (H): 0.143, atom 18 (H): 0.091, atom 19 (H): 0.109, atom 20 (H): 0.072, atom 21 (H): 0.077, atom 22 (H): 0.066


[2]
Computed, not measured: a 3-piece molecular cluster, C5H13N4O overall, with ωB97M-V/def2-TZVPD.

The geometry in ORCA input format:
```
! wB97M-V def2-TZVPD RIJCOSX def2/J DEFGRID3
* xyz 1 1
C -1.53 1.18 0.65
C 1.13 2.23 -0.74
C -1.99 -1.21 1.33
C -2.35 -0.21 -1.10
C -1.68 -0.17 0.21
N 1.08 3.19 -1.42
N 3.41 -1.55 0.66
N 0.97 1.28 -0.03
N 1.13 -0.11 -0.34
O -1.51 2.27 0.90
H -1.00 -1.25 1.82
H -2.56 -2.11 1.01
H -2.80 -0.75 2.06
H -3.40 -0.30 -1.05
H -1.81 -0.82 -1.84
H -2.35 0.72 -1.56
H -0.52 -0.47 -0.03
H 1.65 3.97 -1.51
H 4.37 -1.14 0.80
H 3.40 -2.37 1.28
H 1.46 -0.08 -1.24
H 3.29 -1.76 -0.35
H 1.63 -0.55 0.47
*
```

Computed properties:
DFT total energy = -492.18422 Ha
Orbital gap = 9.1 eV
Relative energy (zero: lowest compared OMol25 entry of this formula, charge and spin) = 434.7 kJ/mol
Lowest unoccupied orbital energy = -3.613 eV

Atomic charges from the Löwdin analysis, expressed in e, are listed below: atom 1 (C): -0.016, atom 2 (C): -0.304, atom 3 (C): -0.005, atom 4 (C): -0.025, atom 5 (C): -0.381, atom 6 (N): 0.240, atom 7 (N): -0.019, atom 8 (N): 0.011, atom 9 (N): 0.038, atom 10 (O): 0.350, atom 11 (H): 0.090, atom 12 (H): 0.102, atom 13 (H): 0.128, atom 14 (H): 0.092, atom 15 (H): 0.120, atom 16 (H): 0.066, atom 17 (H): 0.145, atom 18 (H): 0.082, atom 19 (H): 0.058, atom 20 (H): 0.037, atom 21 (H): 0.067, atom 22 (H): 0.035, atom 23 (H): 0.087


[3]
Computed, not measured: a 2-piece molecular cluster, C5H13N5O2 overall, with ωB97M-V/def2-TZVPD.

The geometry in ORCA input format:
```
! wB97M-V def2-TZVPD RIJCOSX def2/J DEFGRID3
* xyz 2 1
C 0.06 -0.32 -1.67
C -0.35 -1.87 0.30
C 0.24 0.89 -0.73
C -0.14 -0.50 1.19
C -0.38 1.92 1.37
N 0.46 -3.70 -2.65
N 0.51 -1.59 -0.90
N 1.58 -2.22 -0.98
N 1.39 -4.15 -2.12
N -0.50 0.73 0.52
O -0.48 -2.96 -2.55
O 2.34 -4.81 -2.20
H -0.92 -0.53 -1.97
H 0.64 -0.19 -2.45
H 0.13 -2.84 0.73
H -1.37 -2.15 -0.08
H 1.41 1.13 -0.62
H -0.11 1.68 -1.33
H -0.75 -0.69 2.06
H 0.85 -0.43 1.55
H 0.54 1.90 1.98
H -0.35 2.81 0.69
H -1.24 1.99 2.03
H 2.41 -1.86 -1.65
H -1.41 0.60 0.22
*
```

Computed properties:
DFT total energy = -621.62098 Ha
Orbital gap = 8.1 eV
Relative energy (zero: lowest compared OMol25 entry of this formula, charge and spin) = 588.4 kJ/mol
Lowest unoccupied orbital energy = -9.115 eV

Atomic charges from the Löwdin analysis, expressed in e, are listed below: atom 1 (C): -0.003, atom 2 (C): 0.010, atom 3 (C): -0.069, atom 4 (C): -0.046, atom 5 (C): 0.056, atom 6 (N): 0.013, atom 7 (N): -0.180, atom 8 (N): 0.215, atom 9 (N): -0.096, atom 10 (N): -0.153, atom 11 (O): 0.055, atom 12 (O): 0.196, atom 13 (H): 0.126, atom 14 (H): 0.094, atom 15 (H): 0.185, atom 16 (H): 0.158, atom 17 (H): 0.219, atom 18 (H): 0.134, atom 19 (H): 0.151, atom 20 (H): 0.139, atom 21 (H): 0.136, atom 22 (H): 0.138, atom 23 (H): 0.129, atom 24 (H): 0.223, atom 25 (H): 0.169


[4]
Computed, not measured: a 2-piece molecular cluster, C5H13NO overall, with ωB97M-V/def2-TZVPD.

The geometry in ORCA input format:
```
! wB97M-V def2-TZVPD RIJCOSX def2/J DEFGRID3
* xyz -1 2
C -0.10 0.89 0.76
N 0.45 -0.28 0.11
C 1.77 -0.18 -0.44
C 1.74 -0.74 -1.91
C 0.25 -0.76 -2.25
C -0.47 -0.84 -0.90
H 0.49 1.19 1.62
H -1.08 0.70 1.18
H -0.17 1.75 0.07
H 2.16 0.84 -0.44
H 2.49 -0.82 0.08
H 2.13 -1.76 -1.89
H 2.34 -0.07 -2.53
H -0.06 -1.57 -2.90
H 0.04 0.17 -2.79
H -1.36 -0.24 -1.02
H -0.69 -1.88 -0.66
H -3.29 0.48 3.42
H -2.88 1.70 4.39
O -2.78 1.31 3.51
*
```

Computed properties:
DFT total energy = -328.22502 Ha
Orbital gap (spin up / spin down) = 2.1 / 8.6 eV
Relative energy (zero: lowest compared OMol25 entry of this formula, charge and spin) = 125.7 kJ/mol
Lowest unoccupied orbital energy (spin up / spin down) = 3.353 / 3.280 eV

Atomic charges from the Löwdin analysis, expressed in e, are listed below: atom 1 (C): -0.203, atom 2 (N): -0.221, atom 3 (C): -0.222, atom 4 (C): -0.178, atom 5 (C): -0.198, atom 6 (C): -0.231, atom 7 (H): 0.059, atom 8 (H): 0.038, atom 9 (H): 0.074, atom 10 (H): 0.103, atom 11 (H): 0.094, atom 12 (H): 0.092, atom 13 (H): 0.092, atom 14 (H): 0.092, atom 15 (H): 0.099, atom 16 (H): 0.093, atom 17 (H): 0.095, atom 18 (H): -0.096, atom 19 (H): -0.087, atom 20 (O): -0.494


[5]
Computed, not measured: a 2-piece molecular cluster, C5H13NO overall, with ωB97M-V/def2-TZVPD.

The geometry in ORCA input format:
```
! wB97M-V def2-TZVPD RIJCOSX def2/J DEFGRID3
* xyz 0 1
C -0.61 1.18 1.89
C 0.33 -0.01 1.91
C -0.03 -1.04 0.88
C 0.43 -1.16 -0.36
C -0.22 -2.05 -1.39
N 1.65 -0.60 -0.83
H -0.63 1.63 0.90
H -0.27 2.03 2.47
H -1.62 0.97 2.24
H 1.38 0.29 1.83
H 0.28 -0.46 2.91
H -0.84 -1.71 1.13
H 0.50 -2.77 -1.76
H -0.68 -1.40 -2.13
H -1.00 -2.63 -0.91
H 1.48 -0.29 -1.77
H 1.94 0.15 -0.24
O -1.00 2.59 -2.49
H -0.93 2.25 -1.59
H -0.17 3.04 -2.69
*
```

Computed properties:
DFT total energy = -328.27820 Ha
Orbital gap = 8.9 eV
Structure (SMILES) = CC/C=C(/C)N.O
Relative energy (zero: lowest compared OMol25 entry of this formula, charge and spin) = 106.7 kJ/mol
Lowest unoccupied orbital energy = 0.616 eV

Atomic charges from the Löwdin analysis, expressed in e, are listed below: atom 1 (C): -0.110, atom 2 (C): -0.265, atom 3 (C): -0.110, atom 4 (C): -0.415, atom 5 (C): -0.051, atom 6 (N): 0.092, atom 7 (H): 0.057, atom 8 (H): 0.064, atom 9 (H): 0.074, atom 10 (H): 0.098, atom 11 (H): 0.104, atom 12 (H): 0.101, atom 13 (H): 0.083, atom 14 (H): 0.078, atom 15 (H): 0.072, atom 16 (H): 0.074, atom 17 (H): 0.065, atom 18 (O): -0.061, atom 19 (H): 0.012, atom 20 (H): 0.038


[6]
Computed, not measured: an isolated molecule of C5H13NO, with ωB97M-V/def2-TZVPD.

The geometry in ORCA input format:
```
! wB97M-V def2-TZVPD RIJCOSX def2/J DEFGRID3
* xyz 0 1
C 1.47 1.19 1.63
N 0.58 0.20 1.03
C 0.14 0.43 -0.33
C 1.27 0.53 -1.38
C -0.85 -0.67 -0.73
C -1.92 -1.00 0.31
O -3.09 -1.55 -0.26
H 1.68 2.04 0.98
H 2.44 0.77 1.90
H 1.05 1.58 2.55
H 1.01 -0.72 1.11
H -0.41 1.37 -0.35
H 2.18 0.91 -0.91
H 1.53 -0.45 -1.77
H 0.97 1.21 -2.18
H -0.20 -1.55 -0.84
H -1.28 -0.40 -1.69
H -2.26 -0.08 0.78
H -1.45 -1.62 1.06
H -2.84 -2.20 -0.94
*
```

Computed properties:
DFT total energy = -328.27257 Ha
Orbital gap = 9.7 eV
Structure (SMILES) = CN[C@@H](C)CCO
Relative energy (zero: lowest compared OMol25 entry of this formula, charge and spin) = 121.5 kJ/mol
Lowest unoccupied orbital energy = 0.968 eV

Atomic charges from the Löwdin analysis, expressed in e, are listed below: atom 1 (C): -0.128, atom 2 (N): -0.092, atom 3 (C): -0.438, atom 4 (C): -0.057, atom 5 (C): -0.163, atom 6 (C): -0.268, atom 7 (O): -0.070, atom 8 (H): 0.076, atom 9 (H): 0.077, atom 10 (H): 0.066, atom 11 (H): 0.112, atom 12 (H): 0.138, atom 13 (H): 0.063, atom 14 (H): 0.073, atom 15 (H): 0.078, atom 16 (H): 0.111, atom 17 (H): 0.122, atom 18 (H): 0.116, atom 19 (H): 0.106, atom 20 (H): 0.079